No. 1
{
  "formula": "C16H62N18O15",
  "method": "the ωB97M-V functional and the def2-TZVPD basis",
  "species": ["C", "C", "O", "H", "H", "H", "H", "H", "H", "C", "O", "N", "N", "H", "H", "H", "H", "C", "O", "N", "N", "H", "H", "H", "H", "C", "O", "N", "N", "H", "H", "H", "H", "C", "O", "N", "N", "H", "H", "H", "H", "C", "O", "N", "N", "H", "H", "H", "H", "C", "O", "N", "N", "H", "H", "H", "H", "C", "O", "N", "N", "H", "H", "H", "H", "C", "O", "N", "N", "H", "H", "H", "H", "C", "O", "N", "N", "H", "H", "H", "H", "C", "O", "H", "H", "H", "H", "C", "O", "H", "H", "H", "H", "C", "O", "H", "H", "H", "H", "C", "O", "H", "H", "H", "H", "C", "O", "H", "H", "H", "H"],
  "xyz": [[-9.26, 19.21, 3.88], [-10.78, 19.16, 4.22], [-11.14, 17.92, 3.88], [-8.69, 18.38, 4.07], [-8.71, 19.99, 4.33], [-9.10, 19.21, 2.77], [-11.29, 19.71, 3.45], [-11.00, 19.48, 5.23], [-10.94, 17.28, 4.60], [-14.91, 16.17, 3.00], [-15.59, 16.42, 4.18], [-14.03, 17.03, 2.54], [-15.09, 15.04, 2.40], [-13.88, 17.99, 2.89], [-13.49, 16.64, 1.74], [-14.71, 14.93, 1.47], [-15.60, 14.31, 2.80], [-16.23, 12.28, 4.86], [-15.25, 11.45, 4.72], [-15.95, 13.56, 4.88], [-17.48, 11.89, 5.00], [-15.00, 13.68, 4.90], [-16.66, 14.29, 5.03], [-17.61, 10.92, 5.21], [-18.20, 12.59, 5.36], [-8.78, 14.91, 2.20], [-7.80, 14.41, 3.06], [-9.20, 14.25, 1.12], [-9.39, 16.00, 2.39], [-8.70, 13.36, 1.12], [-9.94, 14.46, 0.48], [-9.23, 16.56, 3.25], [-9.86, 16.55, 1.57], [-11.91, 16.93, 0.17], [-12.23, 17.39, -1.08], [-12.46, 15.87, 0.64], [-11.08, 17.50, 1.02], [-13.18, 15.30, 0.13], [-12.16, 15.37, 1.53], [-10.73, 18.38, 0.62], [-11.20, 17.48, 2.08], [-9.72, 15.18, 6.06], [-10.82, 15.97, 5.81], [-8.81, 15.44, 6.94], [-9.35, 14.18, 5.36], [-8.90, 16.36, 7.38], [-7.90, 14.95, 7.14], [-10.04, 13.72, 4.76], [-8.46, 13.79, 5.33], [-12.08, 14.06, 3.91], [-13.10, 14.19, 4.87], [-11.40, 12.98, 3.77], [-11.75, 15.01, 3.04], [-11.63, 12.13, 4.36], [-10.64, 12.97, 3.02], [-12.37, 15.83, 3.30], [-10.77, 15.28, 2.79], [-12.20, 10.01, 4.62], [-11.15, 9.07, 4.52], [-13.37, 9.68, 4.15], [-12.12, 11.12, 5.27], [-13.50, 8.76, 3.71], [-14.13, 10.34, 4.16], [-11.20, 11.06, 5.85], [-12.89, 11.57, 5.81], [-12.92, 12.91, 7.92], [-14.02, 12.56, 7.20], [-12.01, 13.70, 7.43], [-12.70, 12.48, 9.08], [-12.18, 14.09, 6.45], [-11.16, 13.93, 8.02], [-13.43, 12.05, 9.61], [-12.00, 12.89, 9.79], [-9.60, 11.08, 7.43], [-8.45, 10.24, 7.36], [-10.00, 11.87, 6.57], [-10.38, 11.06, 8.42], [-9.42, 12.13, 5.80], [-10.60, 12.68, 6.79], [-10.09, 10.33, 9.17], [-11.35, 11.40, 8.48], [-10.34, 9.96, 1.72], [-11.71, 9.62, 1.38], [-10.31, 10.68, 2.54], [-9.80, 10.24, 0.82], [-9.76, 9.14, 2.11], [-12.18, 10.37, 1.21], [-8.07, 10.60, 4.03], [-8.42, 11.85, 3.66], [-7.56, 10.57, 4.95], [-7.74, 9.95, 3.21], [-9.00, 10.10, 4.30], [-7.82, 12.26, 3.03], [-16.54, 14.04, 8.22], [-15.81, 14.92, 7.45], [-15.96, 13.62, 9.01], [-17.11, 13.31, 7.60], [-17.41, 14.53, 8.65], [-15.22, 14.35, 6.97], [-13.92, 11.81, 1.52], [-12.50, 12.11, 1.38], [-14.23, 11.73, 0.44], [-14.60, 12.65, 1.84], [-14.14, 10.93, 2.19], [-12.13, 12.28, 2.25], [-13.45, 17.19, 6.37], [-14.49, 18.05, 6.71], [-13.26, 17.28, 5.32], [-13.70, 16.13, 6.41], [-12.58, 17.33, 7.00], [-14.30, 18.92, 6.30]],
  "mulliken_charge": [-1.27, -0.42, -0.21, 0.39, 0.50, 0.28, 0.35, 0.45, -0.07, 0.27, -0.70, -0.29, -0.10, 0.18, 0.15, 0.14, 0.18, 0.45, -0.67, 0.44, -0.42, -0.85, 0.33, 0.28, 0.25, 0.23, -0.73, -0.13, 0.04, 0.27, 0.20, -0.24, 0.52, 0.30, -0.76, -0.12, 0.05, 0.24, 0.56, 0.21, -0.06, -0.42, -0.47, -0.27, 1.04, 0.38, 0.21, -0.57, 0.41, 0.01, 1.95, -0.22, 1.51, -1.01, 0.57, -0.84, -0.86, 0.19, -0.80, -0.01, -0.03, 0.28, 0.21, 0.21, -0.05, 0.05, -0.70, 0.10, -0.31, -1.42, 0.31, 0.29, 0.26, 0.51, -0.76, 0.34, -0.22, -0.21, -0.11, 0.30, 0.31, -0.26, -0.62, -0.23, 0.38, 0.32, 0.43, -0.97, -0.17, 0.37, 0.38, 0.26, 0.18, -0.53, -0.42, 0.22, 0.11, 0.32, 0.02, -0.19, -0.84, 0.48, -0.13, 0.13, 0.69, 0.35, -0.57, -0.47, -0.23, 0.30, 0.35],
  "total_energy_ha": -2760.8549,
  "largest_force_ev_per_a": 12.36,
  "multiplicity": 1
}



No. 2
{
  "formula": "C9H17BrFO5Ti",
  "method": "the ωB97M-V functional and the def2-TZVPD basis",
  "species": ["Ti", "C", "C", "O", "H", "H", "H", "H", "H", "F", "Br", "C", "C", "C", "O", "C", "O", "O", "H", "H", "H", "H", "H", "H", "C", "C", "O", "C", "H", "H", "H", "H", "H", "H"],
  "xyz": [[27.73, -19.70, -13.84], [26.49, -16.02, -11.30], [27.30, -17.20, -11.87], [26.71, -17.75, -12.96], [26.54, -15.16, -11.97], [26.88, -15.81, -10.29], [25.46, -16.34, -11.17], [27.45, -17.97, -11.07], [28.34, -16.85, -12.08], [26.02, -19.75, -15.06], [29.29, -18.62, -15.85], [30.61, -21.57, -8.37], [29.56, -20.89, -9.23], [29.86, -19.44, -9.62], [29.49, -19.36, -10.98], [29.51, -20.59, -11.51], [29.54, -20.83, -12.68], [29.74, -21.51, -10.55], [31.57, -21.45, -8.89], [30.44, -22.65, -8.32], [30.69, -21.12, -7.38], [28.54, -21.13, -8.93], [30.93, -19.29, -9.45], [29.30, -18.71, -9.05], [26.57, -22.63, -10.45], [26.34, -22.63, -11.94], [26.68, -21.61, -12.67], [25.49, -23.76, -12.52], [26.72, -21.60, -10.15], [27.40, -23.30, -10.18], [25.69, -23.03, -9.90], [25.62, -24.61, -11.84], [25.93, -24.01, -13.49], [24.42, -23.50, -12.55]],
  "mulliken_charge": [1.00, -1.34, 0.53, -0.82, 0.30, 0.37, 0.30, -0.15, 0.12, -0.79, -0.81, -1.62, 0.56, -0.49, -0.27, 0.77, -0.57, -0.35, 0.39, 0.36, 0.37, 0.29, 0.26, 0.37, -0.63, 0.30, -0.65, -1.23, 0.03, 0.12, 0.39, 0.36, 0.28, 0.25],
  "total_energy_ha": -4252.6687,
  "largest_force_ev_per_a": 3.46,
  "charge": -2,
  "multiplicity": 4
}



No. 3
{
  "formula": "C29H35O5Ru",
  "method": "the ωB97M-V functional and the def2-TZVPD basis",
  "species": ["C", "C", "C", "C", "H", "H", "C", "H", "H", "C", "H", "H", "C", "C", "C", "O", "O", "O", "O", "C", "H", "H", "H", "C", "H", "H", "H", "O", "H", "H", "C", "C", "H", "H", "H", "H", "H", "H", "Ru", "C", "C", "C", "H", "C", "C", "H", "H", "H", "H", "C", "C", "C", "H", "C", "C", "H", "H", "H", "H", "C", "C", "C", "C", "C", "C", "H", "H", "H", "H", "H"],
  "xyz": [[6.52, 2.67, -1.24], [5.46, 1.91, -0.43], [6.11, 2.60, -2.71], [5.08, 1.45, -2.88], [7.00, 2.41, -3.30], [5.71, 3.56, -3.04], [4.95, 0.84, -1.35], [4.66, 2.60, -0.15], [5.91, 1.50, 0.48], [3.89, -0.13, -0.69], [5.80, 0.15, -1.43], [5.56, 0.65, -3.48], [3.90, 1.88, -3.67], [6.69, 4.10, -0.75], [7.95, 2.13, -1.09], [8.73, 2.00, -2.03], [5.82, 4.76, -0.21], [7.95, 4.54, -0.92], [8.33, 1.84, 0.16], [9.74, 1.55, 0.17], [10.00, 1.38, 1.21], [10.29, 2.41, -0.23], [9.97, 0.68, -0.44], [8.13, 5.88, -0.49], [7.39, 6.55, -0.95], [9.14, 6.15, -0.80], [8.04, 5.94, 0.60], [2.69, 0.23, 0.01], [4.45, -0.55, 0.17], [3.63, -0.95, -1.39], [3.22, 0.92, -4.57], [3.18, 3.08, -3.17], [3.34, 3.96, -3.81], [3.51, 3.34, -2.15], [2.10, 2.90, -3.11], [2.19, 1.25, -4.76], [3.15, -0.08, -4.08], [3.74, 0.81, -5.54], [0.82, -0.02, -0.19], [-0.53, -2.46, -0.65], [0.72, -2.85, -1.17], [1.73, -2.45, -0.27], [0.88, -3.43, -2.08], [1.11, -1.82, 0.87], [-0.33, -1.78, 0.60], [-1.09, -1.52, 1.33], [-1.51, -2.72, -1.05], [2.79, -2.70, -0.33], [1.55, -1.70, 1.86], [-0.54, 2.58, -0.25], [-1.15, 1.75, 0.73], [-0.11, 1.11, 1.50], [-2.22, 1.67, 0.92], [1.15, 1.68, 1.05], [0.87, 2.49, -0.12], [1.62, 3.02, -0.70], [-1.05, 3.24, -0.94], [-0.23, 0.55, 2.42], [2.06, 1.71, 1.64], [-2.68, 0.35, -3.93], [-3.05, 0.03, -2.62], [-2.06, -0.08, -1.62], [-0.73, 0.12, -1.91], [-0.35, 0.45, -3.20], [-1.32, 0.57, -4.22], [-3.44, 0.43, -4.72], [-4.10, -0.15, -2.37], [-2.39, -0.32, -0.61], [0.70, 0.63, -3.43], [-1.03, 0.83, -5.24]],
  "mulliken_charge": [3.69, -1.66, -1.78, 0.71, 0.40, 0.26, 0.64, 0.20, 0.53, -1.56, 0.29, 0.47, 0.40, -0.48, -0.29, -0.67, -0.64, -0.25, -0.28, -0.81, 0.26, 0.30, 0.30, -0.80, 0.30, 0.25, 0.33, -0.42, 0.28, 0.23, -1.44, -1.32, 0.24, 0.07, 0.57, 0.47, 0.32, 0.34, -0.27, -0.23, -0.97, -0.34, 0.32, -0.72, -0.89, 0.62, 0.44, 0.68, 0.51, -0.81, -0.29, -0.84, 0.47, -0.96, 0.16, 0.23, 0.33, 0.54, 0.60, -0.45, -0.75, 0.14, 0.02, -0.01, -0.18, 0.29, 0.30, 0.35, -0.06, 0.31],
  "total_energy_ha": -1596.7913,
  "largest_force_ev_per_a": 6.96,
  "charge": -2,
  "multiplicity": 6
}



No. 4
{
  "formula": "C3H6N2O3",
  "method": "the ωB97M-V functional and the def2-TZVPD basis",
  "species": ["N", "C", "C", "N", "C", "O", "O", "O", "H", "H", "H", "H", "H", "H"],
  "xyz": [[1.28, 0.09, -0.71], [1.50, -1.06, 0.44], [0.10, 0.27, 0.40], [-2.29, 0.41, 0.68], [-1.16, 0.09, -0.05], [1.09, -0.41, -1.99], [0.38, 1.18, 1.38], [1.50, -2.16, -0.04], [1.22, -1.38, -1.84], [1.11, 0.82, 1.90], [1.87, 0.92, -0.72], [-3.14, 0.54, 0.14], [-2.16, 1.12, 1.39], [-1.31, -0.44, -0.98]],
  "mulliken_charge": [0.09, -0.10, 0.54, -0.49, -0.52, -0.39, -0.50, -0.46, 0.36, 0.38, 0.27, 0.24, 0.23, 0.35],
  "total_energy_ha": -452.9677,
  "largest_force_ev_per_a": 2.88,
  "multiplicity": 1
}